No. 1
The following is a DFT calculation (ωB97M-V/def2-TZVPD) of C4H22HgO8 as an isolated structure at a distorted geometry.

For the electronic energy, the calculation gives -920.73861 a.u. Its HOMO-LUMO gap is 0.193 Eh.

Each line ends with the natural charge from an NBO analysis.
Element x y z (Å)
Hg 1.86452 0.06017 2.77798  1.23
C 0.46463 0.44321 -1.46295  -0.67
C 0.85617 -0.52139 -0.37852  -0.09
O 1.96513 -0.03927 0.41717  -0.87
H -0.26234 -0.08924 -2.07623  0.23
H 1.21211 0.68731 -2.21781  0.23
H 0.00973 1.37136 -1.11697  0.22
H 1.07024 -1.51639 -0.76872  0.15
H -0.00116 -0.77031 0.24686  0.16
C -1.26717 2.28435 1.71726  -0.63
C -1.60230 1.20433 2.68701  -0.09
O -0.46581 0.64785 3.24695  -0.83
H -2.14959 2.77138 1.30226  0.22
H -0.73517 1.93065 0.83409  0.19
H -0.65405 3.12043 2.05364  0.22
H -2.38475 0.47949 2.46229  0.16
H -2.09605 1.71223 3.51548  0.18
O -2.27343 -0.23922 -3.80985  -0.95
H -2.24525 -0.42740 -2.87175  0.48
H -2.33936 0.71431 -3.86147  0.47
O -2.82864 0.10856 -0.92655  -0.94
H -3.12135 -0.66523 -0.44508  0.48
H -1.91682 0.22627 -0.66014  0.47
O 3.04703 2.42037 -0.08746  -0.96
H 3.91379 2.06919 0.11656  0.46
H 2.45992 1.66792 -0.01436  0.49
O 1.90518 -1.62150 -4.11914  -0.93
H 1.55417 -2.48305 -3.89383  0.47
H 1.80147 -1.10382 -3.32071  0.46
O -1.81453 -2.14639 2.77486  -0.96
H -1.31564 -1.33011 2.74253  0.48
H -1.92436 -2.32369 3.70905  0.47
O 2.95949 -3.22630 0.60171  -0.94
H 2.44634 -2.45011 0.37711  0.47
H 3.86782 -2.96601 0.44872  0.47

No. 2
The following is a DFT calculation (ωB97M-V/def2-TZVPD) of an isolated ion of composition C23H35N4O3 and charge +1.

As for the net charge: +1. For the electronic energy, the calculation gives -1342.00809 a.u. Its HOMO-LUMO gap is 0.365 Eh.

Each line ends with the natural charge from an NBO analysis.
Element x y z (Å)
C 4.62351 0.05229 1.61145  -0.60
C 4.54382 -0.27894 3.09842  -0.40
C 4.10406 0.92531 3.94174  -0.43
C 2.60472 0.93055 4.24757  -0.06
O 1.76125 0.78674 3.10952  -0.54
C 1.53585 1.83197 2.27484  0.38
C 2.07181 3.10896 2.42551  -0.31
C 1.78163 4.11083 1.51825  -0.15
C 0.95222 3.86783 0.43768  -0.23
C 0.39998 2.60989 0.27886  -0.19
C 0.68092 1.60087 1.18471  0.03
N 0.05058 0.29949 0.98095  -0.43
C -0.88998 -0.05749 2.07065  -0.22
C -1.36015 -1.50812 1.86903  -0.25
N -1.18636 -1.83146 0.46702  -0.47
C -2.02161 -2.90482 -0.03898  -0.21
C -3.48795 -2.47761 -0.15425  -0.42
C -3.64621 -1.08100 -0.75977  -0.22
N -2.95972 -0.95685 -2.02665  -0.47
C -3.42378 -1.50953 -3.20337  0.69
O -4.40814 -2.18248 -3.31663  -0.54
C -2.41438 -1.09869 -4.26009  -0.14
C -2.85574 -0.10470 -5.33859  -0.40
C -1.53861 0.61395 -5.65852  -0.41
C -0.77871 0.66255 -4.32065  -0.22
N -1.43056 -0.34846 -3.50375  -0.41
C -1.83188 -0.18007 -2.22958  0.84
O -1.29131 0.51859 -1.38282  -0.71
C 0.22384 -2.00117 0.17235  -0.22
C 1.00044 -0.81194 0.75848  -0.24
H 4.84981 -0.84137 1.03498  0.21
H 5.41133 0.77977 1.43080  0.21
H 3.68834 0.47250 1.24854  0.19
H 5.52795 -0.61028 3.43015  0.22
H 3.85091 -1.10775 3.25842  0.19
H 4.61002 0.91216 4.90777  0.23
H 4.39595 1.84210 3.42855  0.21
H 2.35917 0.05436 4.85469  0.20
H 2.32741 1.82743 4.81201  0.19
H 2.71823 3.32904 3.25812  0.23
H 2.21246 5.08914 1.66071  0.23
H 0.73311 4.64925 -0.27090  0.23
H -0.25543 2.39843 -0.55139  0.25
H -0.52261 0.35531 0.09750  0.53
H -1.72559 0.64258 2.02615  0.22
H -0.38073 0.05707 3.02761  0.24
H -0.79069 -2.19372 2.51719  0.18
H -2.41080 -1.59363 2.14013  0.23
H -1.64804 -3.15469 -1.03520  0.20
H -1.95116 -3.81299 0.57892  0.19
H -4.00740 -3.20087 -0.78280  0.24
H -3.97404 -2.47897 0.82141  0.21
H -4.70794 -0.88095 -0.92551  0.23
H -3.22676 -0.31957 -0.10052  0.22
H -1.96586 -1.98888 -4.71567  0.23
H -3.29108 -0.59473 -6.20438  0.24
H -3.58699 0.59081 -4.92389  0.21
H -1.70424 1.60823 -6.06543  0.23
H -0.97156 0.03547 -6.38692  0.22
H 0.28038 0.42512 -4.44400  0.21
H -0.86135 1.63320 -3.82591  0.21
H 0.62804 -2.94200 0.58193  0.19
H 0.33814 -2.02971 -0.91436  0.21
H 1.77383 -0.47874 0.06579  0.24
H 1.46766 -1.05961 1.71213  0.24